Here is 27 unconnected molecules or ions with the total composition C27H108O27 from the OMol25 dataset. Energies are from ωB97M-V with the def2-TZVPD basis set.

Last columns: bonded neighbours and bond lengths (Å).
Cartesian coordinates (Å):
1 O 3.319 -4.369 0.388  C54 1.438, H85 0.960
2 O 1.838 4.436 -2.460  C36 1.460, H129 0.960
3 O 1.194 5.373 1.983  C38 1.379, H115 0.960
4 O -3.094 2.584 -1.100  C28 1.416, H95 0.960
5 O -2.154 1.222 -5.606  C53 1.381, H101 0.960
6 O -2.140 5.155 -0.515  C43 1.398, H160 0.960
7 O -3.883 -2.775 -1.375  C39 1.363, H144 0.960
8 O 1.154 2.803 -4.596  C37 1.398, H156 0.960
9 O -6.534 3.406 1.274  C47 1.411, H100 0.960
10 O 0.511 -6.911 -1.469  C51 1.459, H110 0.960
11 O -3.042 3.348 4.017  C29 1.400, H140 0.960
12 O 3.100 -2.029 -4.358  C40 1.411, H133 0.960
13 O -1.830 -3.649 -3.169  C48 1.423, H69 0.960
14 O 5.221 1.328 -1.304  C49 1.451, H83 0.960
15 O 4.615 -0.084 -3.493  C52 1.424, H88 0.960
16 O -1.365 -0.761 6.928  C33 1.396, H120 0.960
17 O -1.626 -2.638 2.442  C46 1.418, H152 0.960
18 O -2.422 -2.598 5.236  C44 1.421, H157 0.960
19 O 1.685 2.642 2.046  C31 1.394, H94 0.960
20 O -3.980 -4.028 2.767  C34 1.412, H138 0.960
21 O 6.155 0.635 1.276  C50 1.402, H109 0.960
22 O 0.686 -2.186 -3.109  C35 1.388, H91 0.960
23 O 3.675 0.741 2.647  C30 1.438, H74 0.960
24 O -4.780 1.062 -4.953  C45 1.401, H126 0.960
25 O -2.629 1.196 2.186  C42 1.403, H155 0.960
26 O 5.756 -3.183 0.094  C41 1.432, H141 0.960
27 O -0.604 -0.405 0.956  C32 1.413, H106 0.960
28 C -4.028 2.687 -2.160  O4 1.416, H81 1.090, H108 1.090, H119 1.090
29 C -2.141 4.078 4.801  O11 1.400, H60 1.090, H62 1.090, H161 1.090
30 C 3.200 -0.588 2.371  O23 1.438, H70 1.090, H142 1.090, H149 1.090
31 C 0.716 2.312 2.993  O19 1.394, H64 1.090, H125 1.090, H127 1.090
32 C -0.048 0.187 -0.200  O27 1.413, H67 1.090, H87 1.090, H113 1.090
33 C -1.560 0.521 6.413  O16 1.396, H99 1.090, H139 1.090, H145 1.090
34 C -4.846 -4.158 1.658  O20 1.412, H66 1.090, H122 1.090, H154 1.090
35 C 1.091 -2.563 -1.836  O22 1.388, H56 1.090, H57 1.090, H105 1.090
36 C 1.060 3.775 -1.417  O2 1.460, H61 1.090, H117 1.090, H130 1.090
37 C 1.027 1.506 -4.091  O8 1.398, H78 1.090, H102 1.090, H132 1.090
38 C 1.572 5.959 3.172  O3 1.379, H84 1.090, H111 1.090, H136 1.090
39 C -3.223 -1.614 -1.100  O7 1.363, H73 1.090, H90 1.090, H147 1.090
40 C 3.881 -3.204 -4.360  O12 1.411, H112 1.090, H137 1.090, H143 1.090
41 C 5.741 -2.297 -1.030  O26 1.432, H75 1.090, H76 1.090, H146 1.090
42 C -3.142 0.176 3.000  O25 1.403, H63 1.090, H131 1.090, H135 1.090
43 C -1.885 4.522 0.705  O6 1.398, H86 1.090, H89 1.090, H153 1.090
44 C -2.246 -3.843 5.898  O18 1.421, H58 1.090, H93 1.090, H103 1.090
45 C -5.086 -0.268 -4.634  O24 1.401, H82 1.090, H116 1.090, H121 1.090
46 C -0.613 -3.624 2.333  O17 1.418, H92 1.090, H98 1.090, H104 1.090
47 C -5.243 3.602 1.807  O9 1.411, H68 1.090, H96 1.090, H162 1.090
48 C -2.514 -3.195 -4.331  O13 1.423, H123 1.090, H148 1.090, H158 1.090
49 C 4.203 2.356 -1.204  O14 1.451, H77 1.090, H80 1.090, H128 1.090
50 C 7.125 -0.183 1.872  O21 1.402, H107 1.090, H114 1.090, H134 1.090
51 C -0.381 -6.030 -0.722  O10 1.459, H72 1.090, H151 1.090, H159 1.090
52 C 5.013 0.763 -4.566  O15 1.424, H59 1.090, H71 1.090, H150 1.090
53 C -1.823 2.374 -6.294  O5 1.381, H55 1.090, H65 1.090, H124 1.090
54 C 3.229 -5.091 1.628  O1 1.438, H79 1.090, H97 1.090, H118 1.090
55 H -2.770 2.842 -6.561  C53 1.090
56 H 0.227 -2.709 -1.188  C35 1.090
57 H 1.648 -3.500 -1.837  C35 1.090
58 H -2.218 -3.721 6.981  C44 1.090
59 H 4.706 1.793 -4.386  C52 1.090
60 H -2.118 3.646 5.802  C29 1.090
61 H -0.007 3.783 -1.643  C36 1.090
62 H -1.145 4.143 4.364  C29 1.090
63 H -3.243 -0.739 2.416  C42 1.090
64 H 0.716 1.268 3.304  C31 1.090
65 H -1.270 2.120 -7.199  C53 1.090
66 H -4.439 -4.929 1.004  C34 1.090
67 H 1.020 -0.018 -0.274  C32 1.090
68 H -5.229 4.033 2.808  C47 1.090
69 H -0.985 -3.193 -3.165  O13 0.960
70 H 3.820 -1.369 2.811  C30 1.090
71 H 6.069 0.715 -4.833  C52 1.090
72 H 0.115 -5.481 0.079  C51 1.090
73 H -2.252 -1.941 -0.729  C39 1.090
74 H 2.990 1.361 2.388  O23 0.960
75 H 6.507 -1.534 -0.895  C41 1.090
76 H 4.806 -1.760 -1.188  C41 1.090
77 H 4.623 3.353 -1.070  C49 1.090
78 H 0.512 0.965 -4.885  C37 1.090
79 H 2.388 -5.745 1.401  C54 1.090
80 H 3.506 2.187 -0.383  C49 1.090
81 H -4.841 3.348 -1.861  C28 1.090
82 H -4.390 -0.655 -3.890  C45 1.090
83 H 5.579 1.232 -0.418  O14 0.960
84 H 1.785 5.199 3.923  C38 1.090
85 H 4.134 -3.863 0.421  O1 0.960
86 H -0.825 4.285 0.799  C43 1.090
87 H -0.132 1.273 -0.244  C32 1.090
88 H 4.902 0.360 -2.692  O15 0.960
89 H -2.140 5.251 1.474  C43 1.090
90 H -3.711 -0.981 -0.359  C39 1.090
91 H 1.488 -2.236 -3.635  O22 0.960
92 H -0.189 -3.650 1.329  C46 1.090
93 H -3.005 -4.545 5.554  C44 1.090
94 H 1.496 3.562 1.844  O19 0.960
95 H -2.764 3.482 -1.022  O4 0.960
96 H -4.640 4.301 1.227  C47 1.090
97 H 2.998 -4.573 2.559  C54 1.090
98 H 0.243 -3.443 2.984  C46 1.090
99 H -1.095 0.572 5.428  C33 1.090
100 H -6.788 2.510 1.506  O9 0.960
101 H -1.457 0.581 -5.762  O5 0.960
102 H 0.516 1.666 -3.142  C37 1.090
103 H -1.270 -4.274 5.677  C44 1.090
104 H -1.143 -4.555 2.530  C46 1.090
105 H 1.802 -1.840 -1.436  C35 1.090
106 H -1.277 0.203 1.270  O27 0.960
107 H 6.747 -1.156 2.185  C50 1.090
108 H -4.542 1.739 -2.320  C28 1.090
109 H 5.344 0.652 1.788  O21 0.960
110 H 1.282 -6.361 -1.626  O10 0.960
111 H 0.719 6.505 3.574  C38 1.090
112 H 4.747 -3.108 -5.015  C40 1.090
113 H -0.497 -0.216 -1.108  C32 1.090
114 H 7.528 0.266 2.779  C50 1.090
115 H 1.201 6.031 1.284  O3 0.960
116 H -5.196 -0.901 -5.514  C45 1.090
117 H 1.191 4.480 -0.596  C36 1.090
118 H 4.174 -5.626 1.727  C54 1.090
119 H -3.612 2.885 -3.148  C28 1.090
120 H -1.714 -1.373 6.276  O16 0.960
121 H -6.010 -0.234 -4.056  C45 1.090
122 H -5.838 -4.408 2.034  C34 1.090
123 H -2.524 -2.105 -4.327  C48 1.090
124 H -1.269 3.033 -5.626  C53 1.090
125 H -0.288 2.522 2.624  C31 1.090
126 H -3.825 1.053 -5.047  O24 0.960
127 H 0.903 2.992 3.825  C31 1.090
128 H 3.570 2.412 -2.090  C49 1.090
129 H 1.544 5.350 -2.453  O2 0.960
130 H 1.490 2.863 -1.003  C36 1.090
131 H -2.465 -0.028 3.830  C42 1.090
132 H 1.990 1.031 -3.905  C37 1.090
133 H 3.602 -1.263 -4.069  O12 0.960
134 H 7.952 -0.243 1.164  C50 1.090
135 H -4.060 0.523 3.474  C42 1.090
136 H 2.467 6.544 2.958  C38 1.090
137 H 3.355 -4.138 -4.554  C40 1.090
138 H -3.182 -3.575 2.485  O20 0.960
139 H -1.166 1.320 7.042  C33 1.090
140 H -3.810 3.168 4.565  O11 0.960
141 H 6.615 -3.423 0.448  O26 0.960
142 H 2.222 -0.716 2.835  C30 1.090
143 H 4.117 -3.378 -3.310  C40 1.090
144 H -3.342 -3.211 -2.037  O7 0.960
145 H -2.613 0.795 6.357  C33 1.090
146 H 6.030 -2.768 -1.970  C41 1.090
147 H -2.994 -1.052 -2.006  C39 1.090
148 H -3.537 -3.569 -4.388  C48 1.090
149 H 3.114 -0.780 1.302  C30 1.090
150 H 4.512 0.451 -5.483  C52 1.090
151 H -1.291 -6.523 -0.383  C51 1.090
152 H -1.297 -1.792 2.128  O17 0.960
153 H -2.474 3.655 1.004  C43 1.090
154 H -4.908 -3.214 1.118  C34 1.090
155 H -2.770 2.040 2.623  O25 0.960
156 H 1.484 3.384 -3.906  O8 0.960
157 H -2.300 -2.715 4.292  O18 0.960
158 H -2.050 -3.528 -5.259  C48 1.090
159 H -0.712 -5.198 -1.344  C51 1.090
160 H -1.544 5.905 -0.578  O6 0.960
161 H -2.486 5.110 4.862  C29 1.090
162 H -4.746 2.637 1.910  C47 1.090

Properties
Orbital gap, eV: 8.53
Maximum force, eV Å⁻¹: 2.45
ΔE to the lowest compared entry with this formula, charge and spin, kJ/mol: 933.1

Results of the Mulliken charge analysis, in e, for atoms 1 through 6:
1. O -0.26
2. O -0.60
3. O -0.33
4. O -0.25
5. O -0.45
6. O -0.64